*1*
A 2-piece molecular cluster, C13H18N2O4 overall. Source: the OMol25 dataset; level of theory: ωB97M-V/def2-TZVPD.

Output
SMILES	O=[N+]([O-])c1ccccc1.C=CC[C@H](NCC)OC=O
charge	0
HOMO	-8.56	eV
HOMO-LUMO gap	0.2899	Ha

Structure (XYZ):
```
37
C13H18N2O4, DFT ωB97M-V/def2-TZVPD
O -0.179 -1.828 -2.502
N 0.292 -2.378 -1.520
O -0.178 -2.306 -0.395
C 1.507 -3.176 -1.701
C 2.096 -3.253 -2.961
C 3.262 -3.992 -3.123
C 3.829 -4.648 -2.035
C 3.229 -4.575 -0.781
C 2.064 -3.837 -0.609
H 1.665 -2.746 -3.816
H 3.733 -4.053 -4.098
H 4.742 -5.220 -2.164
H 3.673 -5.092 0.063
H 1.608 -3.784 0.373
C 1.035 0.343 0.956
C 1.061 1.662 1.466
C 0.488 2.927 0.640
C -1.107 3.008 0.942
N -1.897 2.452 -0.168
C -3.308 2.165 0.205
C -3.492 0.924 1.204
O -1.526 4.363 1.357
C -2.062 4.219 2.674
O -1.598 4.754 3.687
H 0.182 -0.118 0.367
H 1.978 -0.284 1.110
H 1.456 1.886 2.519
H 0.956 3.892 1.049
H 0.716 2.796 -0.466
H -1.263 2.343 1.865
H -1.819 3.003 -1.030
H -3.868 1.895 -0.760
H -3.781 3.141 0.572
H -3.735 1.360 2.236
H -2.485 0.384 1.247
H -4.319 0.256 0.809
H -2.953 3.518 2.791
```

*2*
One molecule with the formula C13H18N2O4. Source: the OMol25 dataset; level of theory: ωB97M-V/def2-TZVPD.

Output
SMILES	C[C@H](O)COC(=O)NCCC(=O)Nc1ccccc1
charge	0
HOMO	-8.67	eV
HOMO-LUMO gap	0.3371	Ha

Structure (XYZ):
```
37
C13H18N2O4, DFT ωB97M-V/def2-TZVPD
C 1.247 -2.121 0.288
C 2.243 -2.161 -0.876
O 3.548 -2.451 -0.337
C 2.356 -0.864 -1.676
O 2.304 0.328 -0.876
C 1.606 1.328 -1.483
O 1.843 1.609 -2.643
N 0.577 2.006 -0.811
C 0.858 2.376 0.595
C 0.808 1.166 1.578
C -0.474 1.184 2.443
O -0.693 2.055 3.249
N -1.389 0.059 2.277
C -2.084 0.055 1.044
C -2.340 1.169 0.288
C -3.057 1.110 -0.888
C -3.543 -0.092 -1.337
C -3.259 -1.227 -0.592
C -2.549 -1.174 0.570
H 1.636 -1.510 1.112
H 0.270 -1.700 0.017
H 1.117 -3.140 0.672
H 1.975 -2.999 -1.532
H 3.454 -2.454 0.620
H 3.339 -0.886 -2.163
H 1.622 -0.876 -2.490
H 0.511 2.889 -1.308
H 1.778 2.955 0.738
H 0.038 3.032 0.914
H 0.756 0.272 0.962
H 1.706 1.156 2.200
H -0.850 -0.797 2.380
H -1.977 2.142 0.609
H -3.252 2.010 -1.463
H -4.134 -0.186 -2.241
H -3.639 -2.175 -0.964
H -2.351 -2.089 1.124
```

Stability check: which of them is most stable? *2*.

*1*
A 2-piece molecular cluster, C12H17NS overall. Source: the OMol25 dataset; level of theory: ωB97M-V/def2-TZVPD.

Output
SMILES	Cc1c[nH]c2ccccc12.CCSC
charge	0
HOMO	-7.98	eV
HOMO-LUMO gap	0.3221	Ha

Structure (XYZ):
```
31
C12H17NS, DFT ωB97M-V/def2-TZVPD
C -3.098 -3.268 0.383
C -2.556 -2.088 -0.356
C -2.339 -1.905 -1.679
N -1.893 -0.621 -1.930
C -1.817 0.044 -0.748
C -1.356 1.323 -0.463
C -1.070 1.673 0.850
C -1.400 0.776 1.879
C -1.971 -0.451 1.604
C -2.202 -0.840 0.277
H -4.179 -3.417 0.247
H -2.979 -3.116 1.447
H -2.658 -4.217 0.076
H -2.386 -2.620 -2.487
H -1.646 -0.222 -2.817
H -0.968 2.023 -1.192
H -0.638 2.648 0.989
H -1.160 0.994 2.907
H -2.241 -1.113 2.419
C 3.138 3.042 -0.425
C 3.008 1.581 -0.817
S 3.996 0.457 0.202
C 2.801 -0.594 1.030
H 2.243 3.636 -0.633
H 3.948 3.574 -0.942
H 3.342 3.132 0.645
H 1.998 1.273 -0.569
H 3.223 1.371 -1.857
H 2.752 -1.567 0.534
H 3.115 -0.735 2.066
H 1.779 -0.232 0.964
```

*2*
A 2-piece molecular cluster, C12H17NS overall. Source: the OMol25 dataset; level of theory: ωB97M-V/def2-TZVPD.

Output
SMILES	Cc1c[nH]c2ccccc12.CCSC
charge	0
HOMO	-7.81	eV
HOMO-LUMO gap	0.3143	Ha

Structure (XYZ):
```
31
C12H17NS, DFT ωB97M-V/def2-TZVPD
C -2.512 0.594 -3.612
C -1.552 0.837 -2.518
C -2.061 0.624 -1.240
N -1.022 0.555 -0.253
C 0.147 0.687 -0.967
C 1.433 0.940 -0.483
C 2.488 1.131 -1.366
C 2.145 1.014 -2.737
C 0.892 0.892 -3.312
C -0.160 0.789 -2.368
H -2.421 -0.432 -4.113
H -2.482 1.316 -4.479
H -3.529 0.561 -3.212
H -3.169 0.430 -0.916
H -1.094 0.242 0.669
H 1.557 0.946 0.675
H 3.515 1.294 -1.077
H 3.112 0.952 -3.397
H 0.731 0.779 -4.379
C 2.075 -1.210 2.996
C 0.734 -0.653 2.684
S -0.431 -2.123 2.544
C -1.440 -1.590 3.874
H 1.877 -2.064 3.664
H 2.766 -0.436 3.395
H 2.598 -1.622 2.157
H 0.229 0.017 3.309
H 0.579 -0.102 1.709
H -1.907 -0.575 3.815
H -2.129 -2.369 3.964
H -0.969 -1.425 4.975
```

Stability check: which of them is most stable? *1*.

*1*
A 3-piece molecular cluster, C3H13NO3S overall. Source: the OMol25 dataset; level of theory: ωB97M-V/def2-TZVPD.

Output
SMILES	N[C@H](CO)CS.O.O
charge	0
HOMO	-8.63	eV
HOMO-LUMO gap	0.3358	Ha

Structure (XYZ):
```
21
C3H13NO3S, DFT ωB97M-V/def2-TZVPD
N 0.237 -0.946 1.052
C -0.146 -1.305 -0.320
C 0.666 -0.404 -1.366
O 2.051 -0.192 -1.081
C -1.521 -1.096 -0.640
S -2.788 -1.311 0.672
H -0.318 -0.166 1.434
H 1.255 -0.798 1.257
H 0.248 -2.334 -0.383
H 0.251 0.587 -1.382
H 0.568 -0.937 -2.337
H 2.394 -1.127 -1.172
H -1.757 -2.025 -1.380
H -1.727 -0.171 -1.271
H -2.116 -1.891 1.614
O 1.632 2.615 1.333
H 2.364 2.080 1.103
H 1.371 2.407 2.245
O -0.824 2.005 0.025
H -0.256 2.497 0.564
H -1.585 2.510 0.032
```

*2*
A 3-piece molecular cluster, C3H13NO3S overall. Source: the OMol25 dataset; level of theory: ωB97M-V/def2-TZVPD.

Output
SMILES	OCNCCS.O.O
charge	0
HOMO	-8.78	eV
HOMO-LUMO gap	0.3349	Ha

Structure (XYZ):
```
21
C3H13NO3S, DFT ωB97M-V/def2-TZVPD
O -2.473 -1.496 1.225
C -2.934 -0.086 1.546
N -1.822 0.934 1.436
C -1.339 0.723 0.135
C 0.265 0.945 0.155
S 0.869 1.115 -1.555
H -1.482 -1.452 1.406
H -3.720 0.235 0.840
H -3.204 -0.196 2.698
H -1.169 0.952 2.222
H -1.430 -0.223 -0.436
H -1.739 1.509 -0.569
H 0.552 1.748 0.714
H 0.593 0.027 0.579
H 1.735 0.201 -1.736
O 1.769 -1.686 1.798
H 1.809 -1.559 0.903
H 2.024 -2.556 1.985
O 3.372 -0.678 -2.827
H 4.020 -0.125 -3.196
H 3.565 -1.547 -3.180
```

Stability check: which of them is most stable? *1*.

*1*
A 2-piece molecular cluster, C5H13NO2S overall. Source: the OMol25 dataset; level of theory: ωB97M-V/def2-TZVPD.

Output
charge	0
HOMO (alpha / beta)	-8.83 / -8.83	eV
HOMO-LUMO gap (alpha / beta)	0.2828 / 0.2830	Ha

Structure (XYZ):
```
22
C5H13NO2S, DFT ωB97M-V/def2-TZVPD
C -0.413 2.409 1.464
C 0.528 -1.072 -1.950
C -1.800 -1.464 -0.942
C 0.015 1.412 0.385
C -0.337 -1.569 -0.874
N 0.052 0.092 0.912
O 1.681 -1.720 1.474
O 1.856 0.453 2.630
S 1.511 -0.297 1.458
H -1.389 2.128 1.852
H 0.304 2.394 2.278
H -0.468 3.411 1.044
H 0.167 -0.127 -2.354
H 1.557 -0.973 -1.617
H 0.515 -1.800 -2.769
H -2.222 -2.450 -1.158
H -2.127 -0.761 -1.703
H -2.195 -1.169 0.028
H -0.709 1.444 -0.436
H 1.005 1.699 -0.011
H 0.090 -2.247 -0.148
H 2.379 0.206 0.439
```

*2*
A 2-piece molecular cluster, C5H13NO2S overall. Source: the OMol25 dataset; level of theory: ωB97M-V/def2-TZVPD.

Output
charge	0
HOMO	-7.90	eV
HOMO-LUMO gap	0.3164	Ha

Structure (XYZ):
```
22
C5H13NO2S, DFT ωB97M-V/def2-TZVPD
C 1.686 0.603 1.828
C -0.785 1.027 -1.819
C -1.943 -1.472 0.515
C 0.848 1.083 0.640
C 0.003 -0.025 0.059
N -1.021 -0.424 0.887
O 1.905 -0.446 -1.666
O 0.201 -2.265 -1.356
S 1.067 -1.385 -0.594
H 1.049 0.180 2.601
H 2.400 -0.152 1.510
H 2.235 1.441 2.251
H 0.005 1.695 -2.108
H -1.654 1.508 -1.412
H -1.003 0.224 -2.502
H -1.390 -2.375 0.269
H -2.597 -1.671 1.363
H -2.553 -1.199 -0.353
H 0.199 1.902 0.964
H 1.517 1.472 -0.128
H -1.471 0.347 1.366
H 1.301 -0.067 -2.316
```

Stability check: which of them is most stable? *2*.

*1*
One molecule with the formula C17H27ClN2O3S2. Source: the OMol25 dataset; level of theory: ωB97M-V/def2-TZVPD.

Output
SMILES	CCS[C@H](C)C(=O)N(C)CCOCCN(C)C(=O)c1c(C)csc1Cl
charge	0
HOMO	-8.88	eV
HOMO-LUMO gap	0.3458	Ha

Structure (XYZ):
```
52
C17H27ClN2O3S2, DFT ωB97M-V/def2-TZVPD
C -1.603 -1.918 -3.486
C -0.480 -2.622 -2.739
S -1.076 -3.107 -1.097
C 0.486 -3.674 -0.342
C 0.997 -4.967 -0.953
C 0.231 -3.860 1.160
O 0.135 -4.983 1.622
N 0.138 -2.749 1.946
C -0.041 -2.938 3.377
C 0.158 -1.376 1.476
C -1.177 -0.674 1.727
O -1.206 0.623 1.166
C -1.629 0.690 -0.193
C -0.471 0.921 -1.155
N 0.370 2.035 -0.746
C 1.564 1.745 0.024
C -0.076 3.284 -1.030
O -1.101 3.485 -1.661
C 0.718 4.425 -0.471
C 0.516 4.923 0.856
C -0.474 4.315 1.802
C 1.322 5.986 1.117
S 2.313 6.412 -0.217
C 1.658 5.129 -1.147
Cl 2.202 4.821 -2.744
H -1.270 -1.623 -4.481
H -2.466 -2.576 -3.597
H -1.927 -1.021 -2.957
H -0.154 -3.507 -3.284
H 0.380 -1.958 -2.620
H 1.220 -2.878 -0.492
H 1.933 -5.263 -0.478
H 0.274 -5.764 -0.801
H 1.177 -4.839 -2.020
H 0.313 -3.927 3.647
H 0.533 -2.177 3.909
H -1.090 -2.854 3.671
H 0.960 -0.830 1.985
H 0.358 -1.359 0.411
H -1.983 -1.295 1.321
H -1.343 -0.552 2.798
H -2.162 -0.223 -0.474
H -2.312 1.537 -0.269
H 0.162 0.035 -1.224
H -0.879 1.133 -2.145
H 2.175 2.639 0.117
H 1.308 1.381 1.021
H 2.153 0.980 -0.487
H -0.192 3.293 2.067
H -0.547 4.898 2.718
H -1.463 4.264 1.343
H 1.369 6.561 2.029
```

*2*
One molecule with the formula C17H27ClN2O3S2. Source: the OMol25 dataset; level of theory: ωB97M-V/def2-TZVPD.

Output
SMILES	CCS[C@H](C)C(=O)N(C)CCOCCN(C)C(=O)c1c(C)csc1Cl
charge	0
HOMO	-8.92	eV
HOMO-LUMO gap	0.3457	Ha

Structure (XYZ):
```
52
C17H27ClN2O3S2, DFT ωB97M-V/def2-TZVPD
C -0.984 3.407 0.783
C -0.976 2.458 -0.406
S -2.465 1.428 -0.350
C -2.168 0.367 -1.804
C -2.460 1.080 -3.113
C -3.055 -0.873 -1.658
O -4.072 -0.969 -2.322
N -2.666 -1.849 -0.790
C -3.493 -3.041 -0.691
C -1.522 -1.795 0.103
C -1.926 -1.699 1.573
O -0.770 -1.619 2.380
C -0.283 -0.300 2.546
C 1.189 -0.378 2.952
N 2.096 0.077 1.909
C 2.269 1.511 1.795
C 2.711 -0.844 1.120
O 2.529 -2.043 1.229
C 3.630 -0.325 0.052
C 3.252 -0.270 -1.328
C 1.887 -0.657 -1.807
C 4.276 0.160 -2.112
S 5.702 0.491 -1.217
C 4.917 0.056 0.244
Cl 5.732 0.149 1.750
H -0.093 4.036 0.775
H -1.858 4.058 0.754
H -1.008 2.857 1.726
H -0.952 3.018 -1.340
H -0.096 1.808 -0.378
H -1.118 0.070 -1.773
H -2.266 0.416 -3.957
H -3.504 1.380 -3.154
H -1.828 1.963 -3.215
H -4.096 -3.130 -1.590
H -2.847 -3.914 -0.591
H -4.164 -3.001 0.170
H -0.915 -2.695 -0.033
H -0.893 -0.943 -0.140
H -2.585 -0.836 1.722
H -2.461 -2.598 1.883
H -0.382 0.274 1.615
H -0.882 0.213 3.308
H 1.378 0.228 3.841
H 1.421 -1.416 3.180
H 2.944 1.753 0.980
H 1.309 2.000 1.607
H 2.681 1.917 2.722
H 1.810 -0.573 -2.890
H 1.654 -1.682 -1.515
H 1.128 -0.010 -1.361
H 4.270 0.287 -3.183
```

Stability check: which of them is most stable? *1*.

*1*
A 2-piece molecular cluster, C3H11N overall. Source: the OMol25 dataset; level of theory: ωB97M-V/def2-TZVPD.

Output
SMILES	CC.CN
charge	0
HOMO	-9.48	eV
HOMO-LUMO gap	0.3856	Ha

Structure (XYZ):
```
15
C3H11N, DFT ωB97M-V/def2-TZVPD
C -1.372 1.130 -0.247
C -0.855 2.271 0.622
H -1.019 1.256 -1.280
H -0.968 0.168 0.095
H -2.463 1.095 -0.217
H -1.304 3.222 0.339
H 0.221 2.412 0.507
H -1.054 2.109 1.682
C 1.589 -1.615 -0.533
N 1.026 -2.641 0.349
H 1.980 -2.096 -1.430
H 0.882 -0.869 -0.902
H 2.476 -1.206 -0.059
H 0.209 -3.048 -0.107
H 0.653 -2.189 1.180
```

*2*
A 2-piece molecular cluster, C3H11N overall. Source: the OMol25 dataset; level of theory: ωB97M-V/def2-TZVPD.

Output
SMILES	CC.CN
charge	0
HOMO	-9.14	eV
HOMO-LUMO gap	0.3762	Ha

Structure (XYZ):
```
15
C3H11N, DFT ωB97M-V/def2-TZVPD
C -0.102 -1.034 -2.384
C -1.310 -1.664 -3.070
H 0.007 0.046 -2.503
H -0.223 -1.163 -1.307
H 0.817 -1.535 -2.663
H -1.413 -1.347 -4.117
H -2.282 -1.552 -2.606
H -1.100 -2.723 -3.159
C 0.893 1.251 2.076
N 0.494 1.332 3.464
H 1.900 1.537 1.782
H 0.792 0.230 1.693
H 0.209 1.873 1.486
H -0.169 2.049 3.713
H 1.265 1.504 4.106
```

Stability check: which of them is most stable? *1*.

*1*
One molecule with the formula C2H2ClN3. Source: the OMol25 dataset; level of theory: ωB97M-V/def2-TZVPD.

Output
SMILES	Clc1c[nH]nn1
charge	0
HOMO	-9.49	eV
HOMO-LUMO gap	0.3792	Ha

Structure (XYZ):
```
8
C2H2ClN3, DFT ωB97M-V/def2-TZVPD
Cl -1.974 0.022 0.024
C -0.295 0.080 -0.046
C 0.701 1.090 -0.109
N 1.887 0.441 0.089
N 1.642 -0.861 -0.043
N 0.415 -1.054 0.000
H 0.665 2.233 0.037
H 2.839 0.690 0.164
```

*2*
One molecule with the formula C2H2ClN3. Source: the OMol25 dataset; level of theory: ωB97M-V/def2-TZVPD.

Output
SMILES	Cln1ccnn1
charge	0
HOMO	-10.29	eV
HOMO-LUMO gap	0.3963	Ha

Structure (XYZ):
```
8
C2H2ClN3, DFT ωB97M-V/def2-TZVPD
Cl -2.405 0.995 0.036
N -0.988 0.115 -0.061
C 0.281 0.660 -0.035
C 1.077 -0.439 0.059
N 0.301 -1.516 0.048
N -0.928 -1.236 -0.052
H 0.497 1.746 -0.132
H 2.165 -0.326 0.136
```

Stability check: which of them is most stable? *1*.

*1*
A 2-piece molecular cluster, H4S2 overall. Source: the OMol25 dataset; level of theory: ωB97M-V/def2-TZVPD.

Output
SMILES	S.S
charge	0
HOMO	-9.82	eV
HOMO-LUMO gap	0.3974	Ha

Structure (XYZ):
```
6
H4S2, DFT ωB97M-V/def2-TZVPD
S 0.313 2.358 -5.006
H 0.005 1.072 -4.755
H 1.566 2.204 -4.537
S -0.857 -2.383 5.048
H -1.328 -1.141 4.834
H 0.300 -2.109 4.417
```

*2*
A 2-piece molecular cluster, H4S2 overall. Source: the OMol25 dataset; level of theory: ωB97M-V/def2-TZVPD.

Output
SMILES	S.S
charge	0
HOMO	-9.84	eV
HOMO-LUMO gap	0.3876	Ha

Structure (XYZ):
```
6
H4S2, DFT ωB97M-V/def2-TZVPD
S 1.766 -0.286 2.996
H 0.514 -0.672 2.669
H 1.705 -1.032 4.099
S -1.862 0.479 -3.291
H -1.318 1.191 -2.390
H -0.805 0.320 -4.083
```

Stability check: which of them is most stable? *1*.

*1*
A 2-piece molecular cluster, C4H12S overall. Source: the OMol25 dataset; level of theory: ωB97M-V/def2-TZVPD.

Output
SMILES	CCS.CC
charge	0
HOMO	-9.06	eV
HOMO-LUMO gap	0.3674	Ha

Structure (XYZ):
```
17
C4H12S, DFT ωB97M-V/def2-TZVPD
C -0.073 1.026 -2.130
C -1.234 1.981 -1.926
S -2.348 1.488 -0.579
H 0.778 1.200 -1.463
H 0.304 1.124 -3.144
H -0.357 -0.004 -1.938
H -0.892 3.001 -1.750
H -1.832 1.989 -2.828
H -1.939 2.359 0.351
C 1.224 -1.782 1.239
C 0.620 -1.797 2.641
H 0.971 -2.656 0.626
H 0.992 -0.906 0.632
H 2.320 -1.737 1.263
H 0.104 -2.732 2.866
H -0.046 -0.944 2.770
H 1.407 -1.610 3.369
```

*2*
A 2-piece molecular cluster, C4H12S overall. Source: the OMol25 dataset; level of theory: ωB97M-V/def2-TZVPD.

Output
SMILES	CSC.CC
charge	0
HOMO	-8.48	eV
HOMO-LUMO gap	0.3500	Ha

Structure (XYZ):
```
17
C4H12S, DFT ωB97M-V/def2-TZVPD
C 1.496 -2.208 0.817
S 0.748 -0.676 0.272
C 0.979 -0.846 -1.531
H 0.898 -3.121 0.821
H 2.440 -2.337 0.274
H 1.818 -2.155 1.859
H -0.006 -0.711 -1.954
H 1.475 -1.783 -1.781
H 1.630 -0.054 -1.891
C -1.806 2.845 0.489
C -2.044 1.491 -0.211
H -1.016 2.699 1.231
H -1.514 3.637 -0.199
H -2.676 2.991 1.132
H -1.186 1.279 -0.848
H -2.072 0.682 0.518
H -2.961 1.498 -0.782
```

*3*
A 2-piece molecular cluster, C4H12S overall. Source: the OMol25 dataset; level of theory: ωB97M-V/def2-TZVPD.

Output
SMILES	CSC.CC
charge	0
HOMO	-8.48	eV
HOMO-LUMO gap	0.3507	Ha

Structure (XYZ):
```
17
C4H12S, DFT ωB97M-V/def2-TZVPD
C -0.097 -1.506 1.322
S -1.503 -1.553 0.215
C -1.291 0.063 -0.691
H 0.585 -2.305 1.056
H 0.406 -0.537 1.366
H -0.332 -1.621 2.386
H -1.987 0.804 -0.308
H -1.461 0.006 -1.761
H -0.257 0.238 -0.427
C 2.116 1.768 -1.243
C 1.781 2.280 0.168
H 1.715 0.768 -1.378
H 1.629 2.463 -1.926
H 3.178 1.740 -1.474
H 1.192 3.192 0.143
H 1.200 1.530 0.712
H 2.620 2.406 0.846
```

Stability check: which of them is most stable? *1*.